Here is a 7-piece molecular cluster, C28H49N7 overall in a non-equilibrium geometry from OMol25. Energies are from ωB97M-V with the def2-TZVPD basis set.

XYZ file:
```
84
Properties=species:S:1:pos:R:3
C 11.0913 -20.0868 -0.6556
C 10.3616 -20.7285 0.5320
C 9.0927 -21.5140 0.2500
C 7.9233 -20.8495 -0.3265
N 6.9965 -20.2346 -0.7432
H 10.4579 -19.2967 -1.0589
H 11.2204 -20.6833 -1.5588
H 12.0453 -19.6613 -0.3442
H 10.2858 -19.8934 1.2284
H 11.1024 -21.4046 0.9588
H 8.8446 -22.0087 1.1890
H 9.1113 -22.2470 -0.5564
C -5.1006 -23.8988 -0.0056
C -3.7264 -24.1646 -0.7513
C -3.3736 -23.3004 -1.9913
C -4.1773 -23.4878 -3.1809
N -4.8116 -23.6412 -4.1203
H -5.0209 -22.9887 0.5888
H -5.5126 -24.6821 0.6306
H -5.8752 -23.6702 -0.7377
H -3.7614 -25.1920 -1.1135
H -2.9161 -24.2068 -0.0234
H -2.3661 -23.4612 -2.3750
H -3.4003 -22.2440 -1.7242
C -4.6158 -11.2579 -3.1768
C -3.6426 -12.3037 -3.5595
C -2.4110 -12.4513 -2.6507
C -2.6339 -12.6841 -1.1931
N -2.8288 -12.8077 -0.0548
H -5.1246 -10.8920 -4.0686
H -4.1445 -10.4249 -2.6553
H -5.2877 -11.6833 -2.4313
H -3.3840 -12.1405 -4.6058
H -4.1815 -13.2464 -3.6550
H -1.8181 -11.5389 -2.7135
H -1.7497 -13.2368 -3.0164
C 7.0842 -15.2762 -4.3983
C 6.4218 -16.7014 -4.6025
C 5.1477 -16.8274 -3.6509
C 4.0691 -15.8704 -4.0196
N 3.1476 -15.1499 -4.2817
H 8.0418 -15.2555 -4.9186
H 7.3201 -15.0679 -3.3547
H 6.6142 -14.4000 -4.8451
H 7.1750 -17.4314 -4.3061
H 6.1179 -16.7825 -5.6462
H 5.4035 -16.7680 -2.5930
H 4.7359 -17.8001 -3.9199
C -7.9585 -14.4949 1.2110
C -7.4376 -14.7474 -0.2281
C -7.0697 -16.2357 -0.6290
C -6.0151 -16.8413 0.2469
N -5.2354 -17.3072 0.9494
H -7.4141 -13.6234 1.5747
H -7.5736 -15.3208 1.8093
H -9.0317 -14.3533 1.3385
H -6.5208 -14.1580 -0.2361
H -8.1596 -14.3996 -0.9668
H -6.7099 -16.1386 -1.6533
H -7.8938 -16.9437 -0.5417
C 2.5569 -25.0455 -2.4770
C 2.7419 -26.3122 -3.2913
C 2.2051 -27.4953 -2.7165
C 2.0470 -28.5205 -3.7884
N 1.8752 -29.2482 -4.6463
H 3.2244 -24.7765 -1.6583
H 1.6263 -25.0128 -1.9103
H 2.4246 -24.2266 -3.1840
H 3.7877 -26.4487 -3.5663
H 2.3511 -26.1906 -4.3015
H 1.2259 -27.2846 -2.2865
H 2.8880 -27.7482 -1.9054
C -0.2391 -17.9762 -1.0745
C 1.2080 -18.5575 -0.8971
C 1.3234 -19.3428 0.4579
C 0.7438 -20.6804 0.6380
N 0.3292 -21.7398 0.8630
H -0.9607 -18.7796 -0.9259
H -0.3834 -17.5569 -2.0702
H -0.5318 -17.1106 -0.4803
H 1.9112 -17.7736 -0.6157
H 1.5917 -19.2226 -1.6706
H 0.6889 -18.8070 1.1638
H 2.3455 -19.3865 0.8340
```

Summary:
- ΔE to the lowest compared entry with this formula, charge and spin: 350.9 kJ/mol
- Structure (SMILES): CCCC#N.CCCC#N.CCCC#N.CCCC#N.CCCC#N.CCCC#N.CCCC#N
- Electronic energy: -1479.4133 a.u.
- F_max: 5.4 eV/Å

Here are the Mulliken charges for atoms 1 to 5, given in e:
1. C -1.2199
2. C -0.2999
3. C -0.3029
4. C 0.1766
5. N -0.4462


Here is C23H44Cl3N4O3SSiTb as an isolated structure in a non-equilibrium geometry from OMol25. Energies are from ωB97M-V with the def2-TZVPD basis set.

XYZ file:
```
80
Properties=species:S:1:pos:R:3
C -1.4483 -2.0615 -2.8740
C -1.0097 -3.0826 -1.8918
H -1.1712 -2.2969 -3.9023
H -1.0356 -1.0789 -2.6157
H -2.5397 -1.9494 -2.8414
C -0.5447 -4.3095 -2.1857
C -0.3737 -4.9082 -3.5355
H -0.2798 -4.9623 -1.3602
H -0.6071 -4.2216 -4.3513
H -1.0144 -5.7903 -3.6571
H 0.6543 -5.2617 -3.6832
Tb 0.0038 0.0316 0.4073
Cl -2.2982 0.1449 1.0892
Cl -0.2786 1.2458 -1.4679
H 0.6754 4.5219 3.7637
H -1.4284 5.4826 2.5427
C 1.0234 4.2122 2.7729
C -0.9773 5.1115 1.6188
N -0.1091 3.9771 1.8885
H 1.5892 3.2891 2.8577
C -0.3541 2.8339 1.3329
O 0.4206 1.8384 1.5498
H -1.7716 4.8026 0.9406
H -1.1972 2.7403 0.6779
H 1.6643 4.9994 2.3688
H -0.4172 5.9269 1.1543
H 1.4946 -1.7102 -2.7875
H 2.4279 -3.7519 -1.6308
C 2.2995 -1.1058 -2.3586
C 3.2523 -3.1143 -1.2938
N 2.7884 -1.7476 -1.1551
H 1.8977 -0.1259 -2.1118
C 2.6198 -1.2220 0.0469
O 2.1311 -0.0834 0.2628
H 3.6173 -3.4863 -0.3355
H 2.9699 -1.8383 0.8715
H 3.1133 -1.0187 -3.0826
H 4.0620 -3.1656 -2.0253
O -0.0313 -1.7858 -0.2872
C -1.0742 -2.5882 -0.4550
C 0.1125 -4.1192 1.1656
C -1.0728 -3.6965 0.5851
H 1.0309 -3.6124 0.8941
C 0.1195 -5.1637 2.0869
H -2.0374 -2.0575 -0.3467
C -2.2647 -4.3140 0.9572
H 1.0572 -5.4910 2.5219
C -1.0702 -5.7839 2.4448
C -2.2650 -5.3491 1.8817
H -3.1962 -3.9777 0.5132
H -1.0687 -6.5984 3.1622
H -3.2010 -5.8207 2.1620
Si -0.3965 4.8410 -5.2061
Cl -0.6485 3.4353 -6.7360
C 1.4168 4.8618 -4.7630
C -1.4482 4.2922 -3.7672
C -0.9558 6.4944 -5.8721
H 1.7519 3.8794 -4.4193
H 1.6145 5.5814 -3.9626
H 2.0326 5.1408 -5.6225
H -0.3662 6.7918 -6.7436
H -0.8493 7.2762 -5.1138
H -2.0057 6.4648 -6.1761
H -1.1458 3.3042 -3.4074
H -2.5043 4.2357 -4.0454
H -1.3608 4.9927 -2.9299
C 0.3278 1.5412 6.1700
N -0.1421 1.2231 4.8230
C 0.0003 0.0010 4.1700
S 0.0089 -0.0428 2.7270
N 0.1341 -1.2254 4.8092
C -0.3291 -1.5526 6.1629
H 0.8575 0.6884 6.6187
H -0.5265 1.8469 6.8032
H 1.0509 2.3719 6.1231
H -0.4799 2.0554 4.2854
H 0.4562 -2.0598 4.2650
H -1.0610 -2.3743 6.1136
H 0.5268 -1.8733 6.7860
H -0.8460 -0.6986 6.6232
```

Summary:
- 2S+1: 7
- Electronic energy: -4240.3020 a.u.
- F_max: 10.2 eV/Å

Here are the Mulliken charges for atoms 1 to 5, given in e:
1. C -1.4465
2. C 0.5685
3. H 0.3864
4. H 0.0754
5. H 0.3097


Here is one molecule with the formula C3H5N3O from OMol25. Energies are from ωB97M-V with the def2-TZVPD basis set.

XYZ file:
```
12
Properties=species:S:1:pos:R:3
O -0.8417 -1.6521 0.2887
C 0.0600 -1.8345 -0.7469
C 0.2047 -0.3545 -0.6789
N -1.1473 0.1426 -0.6864
N -1.0656 1.1977 0.0144
C 0.2319 1.2516 0.7276
N 1.0517 0.3766 -0.0494
H 0.0290 0.7577 1.6935
H -0.3780 -2.2541 -1.6605
H 0.9947 -2.3435 -0.4854
H -1.9063 1.7178 0.2326
H 0.5931 2.2688 0.8792
```

Summary:
- ΔE to the lowest compared entry with this formula, charge and spin: 503.1 kJ/mol
- Electronic energy: -356.6657 a.u.
- F_max: 0.5 eV/Å

Here are the Mulliken charges for atoms 1 to 5, given in e:
1. O -0.5555
2. C -0.3487
3. C 0.7127
4. N -0.2933
5. N 0.0798


Here is a 2-piece molecular cluster, C6H15NO overall in a non-equilibrium geometry from OMol25. Energies are from ωB97M-V with the def2-TZVPD basis set.

XYZ file:
```
23
Properties=species:S:1:pos:R:3
C 1.3610 -2.3970 -0.2410
C 1.7042 -1.2623 0.7606
C -0.1824 -2.3673 -0.3342
H 1.6929 -2.2885 -1.2337
H 1.7680 -3.3039 0.1220
H 2.1084 -0.3110 0.3283
H -0.5366 -2.7640 -1.2637
H -0.6580 -2.9395 0.4542
H 2.3407 -1.5495 1.5688
H 0.8795 -0.7399 1.3227
H -0.5598 -1.4167 -0.1632
C -1.4930 2.2717 -0.6718
C -1.6125 0.6788 -0.4679
C -0.1003 2.5993 -0.1332
O 0.7913 2.7473 -0.9329
N 0.2221 2.3739 1.2677
H -1.5482 2.5067 -1.8271
H -2.3006 2.9786 -0.3020
H -2.6341 0.1981 -0.7588
H 1.2066 2.5367 1.4467
H -0.3854 1.8361 1.7200
H -1.2588 0.3435 0.4845
H -0.8048 0.2691 -1.1462
```

Summary:
- ΔE to the lowest compared entry with this formula, charge and spin: 212.7 kJ/mol
- Structure (SMILES): CCC(N)=O.CCC
- Electronic energy: -367.5503 a.u.
- F_max: 6.8 eV/Å

Here are the Mulliken charges for atoms 1 to 5, given in e:
1. C -0.3046
2. C -0.8996
3. C -0.5051
4. H 0.3223
5. H 0.2899


- The lowest F_max belongs to which entry?
  C3H5N3O


- electronic energy of number 4 (C6H15NO)?
  -367.5503 a.u.